(1)
Formula: C30H31OSSe2Sn
Source: the OMol25 dataset
Level of theory: ωB97M-V/def2-TZVPD

Its frontier orbital gap (alpha / beta) is 3.8 / 4.4 eV. The charge is +3. The lowest unoccupied orbital energy (alpha / beta) comes out at -11.95 / -11.35 eV.

Structure (XYZ):
```
66
Properties=species:S:1:pos:R:3:lowdin_charge:R:1
Sn 11.01 15.16 9.90 1.064
C 9.42 18.28 9.25 -0.296
Se 10.44 17.09 7.95 0.856
C 12.28 18.17 7.82 -0.357
C 13.47 17.42 8.36 -0.388
Se 13.15 15.40 8.37 0.876
C 14.60 15.07 9.57 -0.358
H 9.82 19.33 9.13 0.063
H 9.67 18.15 10.32 0.025
H 8.42 18.04 9.00 0.017
H 12.13 19.07 8.38 0.072
H 12.21 18.45 6.75 0.088
H 13.55 17.63 9.44 0.085
H 14.41 17.52 7.81 0.104
H 14.53 15.59 10.58 0.071
H 15.55 15.30 9.08 0.058
H 14.54 14.04 9.94 0.047
C 9.31 8.12 8.79 0.025
C 9.05 9.03 9.86 -0.031
C 9.26 10.40 9.76 0.004
C 9.88 10.94 8.55 -0.173
C 10.25 10.03 7.51 0.024
C 10.00 8.64 7.69 -0.024
C 10.22 12.35 8.37 -0.026
C 9.63 13.52 8.88 -0.174
C 8.19 13.66 9.00 -0.232
C 7.55 14.07 10.23 -0.011
C 6.21 13.86 10.38 -0.028
C 5.45 13.42 9.27 0.005
C 6.04 13.02 8.08 -0.035
C 7.40 13.14 7.92 0.012
H 9.06 7.10 8.92 0.120
H 8.72 8.67 10.89 0.150
H 9.12 11.06 10.61 0.120
H 10.96 10.44 6.74 0.142
H 10.43 7.97 6.91 0.140
H 11.00 12.53 7.68 0.099
H 8.17 14.45 10.99 0.085
H 5.73 14.01 11.38 0.147
H 4.32 13.47 9.29 0.153
H 5.31 12.65 7.26 0.166
H 7.86 12.83 6.96 0.149
O 11.62 13.89 12.21 -0.653
S 12.38 14.75 13.22 1.000
C 12.62 13.54 14.49 -0.401
C 13.05 12.32 14.12 -0.102
C 12.98 11.26 15.02 -0.019
C 12.60 11.53 16.35 -0.036
C 12.29 12.81 16.74 -0.080
C 12.40 13.83 15.86 -0.070
C 11.04 15.79 13.93 -0.386
C 9.84 15.19 14.31 -0.068
C 8.76 16.00 14.70 -0.052
C 8.91 17.36 14.68 -0.060
C 10.08 17.94 14.21 -0.074
C 11.20 17.19 13.87 -0.092
H 13.31 12.15 13.10 0.101
H 13.24 10.29 14.65 0.111
H 12.58 10.82 17.16 0.119
H 11.92 12.97 17.83 0.164
H 12.22 14.87 16.18 0.127
H 9.76 14.10 14.33 0.130
H 7.89 15.52 15.05 0.110
H 8.11 17.96 15.13 0.132
H 10.17 19.04 14.00 0.138
H 12.21 17.64 13.84 0.126
```

=====

(2)
Formula: C30H32ClN3SSi2Sr
Source: the OMol25 dataset
Level of theory: ωB97M-V/def2-TZVPD

Its frontier orbital gap is 6.1 eV. The charge is 0. The lowest unoccupied orbital energy comes out at -0.25 eV.

Structure (XYZ):
```
70
Properties=species:S:1:pos:R:3:lowdin_charge:R:1
C 4.21 -1.24 2.55 -0.232
C 3.56 -1.39 1.29 -0.235
C 3.62 -0.15 0.61 -0.237
H 3.17 -2.33 0.89 0.089
C 4.28 0.79 1.46 -0.242
C 4.64 0.11 2.66 -0.230
H 5.22 0.52 3.49 0.082
H 4.43 -2.05 3.25 0.084
H 3.31 0.04 -0.42 0.086
H 4.53 1.82 1.21 0.087
Sr 1.64 0.39 2.63 1.204
Si -1.63 -0.43 1.03 0.498
C -1.41 -2.01 -0.06 -0.329
C -2.49 -2.89 -0.23 -0.120
H -3.46 -2.67 0.23 0.094
C -2.34 -4.06 -0.99 -0.094
H -3.18 -4.75 -1.12 0.099
C -1.11 -4.35 -1.61 -0.102
H -1.00 -5.22 -2.25 0.096
C -0.01 -3.52 -1.37 -0.088
H 0.97 -3.74 -1.79 0.101
C -0.15 -2.38 -0.56 -0.128
H 0.74 -1.79 -0.33 0.088
C -0.43 1.02 0.14 -0.447
C 0.37 0.77 -1.12 -0.283
H 0.40 -0.25 -1.52 0.089
C 1.32 1.74 -1.57 -0.101
H 1.71 1.65 -2.59 0.123
C 1.76 2.74 -0.72 -0.128
H 2.56 3.42 -1.02 0.109
C 1.20 2.89 0.55 -0.159
H 1.59 3.63 1.26 0.115
C 0.09 2.15 0.91 -0.321
H -0.43 2.43 1.82 0.007
H -0.61 -1.02 1.93 -0.160
Si -1.35 1.51 -1.38 0.740
C -1.63 3.22 -1.97 -0.241
C -2.01 3.43 -3.31 -0.077
H -2.46 2.60 -3.88 0.104
C -1.77 4.67 -3.92 -0.085
H -2.01 4.81 -4.97 0.103
C -1.20 5.71 -3.17 -0.088
H -0.92 6.64 -3.66 0.101
C -1.03 5.56 -1.79 -0.079
H -0.68 6.39 -1.19 0.103
C -1.31 4.34 -1.18 -0.085
H -1.24 4.23 -0.10 0.103
C -2.40 0.24 -2.27 -0.275
C -1.83 -0.43 -3.37 -0.092
H -0.81 -0.20 -3.67 0.108
C -2.58 -1.37 -4.08 -0.078
H -2.13 -1.88 -4.94 0.104
C -3.90 -1.65 -3.72 -0.085
H -4.48 -2.39 -4.29 0.105
C -4.47 -0.98 -2.64 -0.088
H -5.50 -1.21 -2.35 0.104
C -3.74 -0.04 -1.92 -0.101
H -4.19 0.49 -1.07 0.107
H -2.92 -0.71 1.62 -0.028
Cl -1.48 0.91 3.21 -0.082
N 2.14 -0.58 5.26 -0.051
N 2.36 -1.97 5.58 -0.073
C 1.86 -2.85 4.66 -0.876
N 2.28 -4.13 4.89 0.082
S 0.81 -2.43 3.42 0.662
H 1.17 -0.38 5.54 0.084
H 2.74 -0.03 5.89 0.103
H 3.27 -2.18 5.98 0.149
H 1.86 -4.85 4.32 0.099
H 2.51 -4.39 5.84 0.105
```

=====

Max |F| values (in eV/Å) by entry order: 3.009; 4.009.